The following is a quantum chemistry calculation of a cluster of 12 separate species, C49H80BCl22IN2O7PS in total, from OMol25.

```
164
Properties=species:S:1:pos:R:3:forces:R:3
C 1.629913 0.832949 2.968452 0.351 -0.589 -0.278
C 2.118700 -0.495716 3.493805 -0.625 1.769 -0.036
C 2.319294 -0.736396 4.816421 -0.259 0.702 0.745
C 2.760950 -1.977775 5.174114 0.027 0.438 1.702
C 3.025125 -2.959849 4.284049 0.703 -1.972 0.201
C 3.481473 -4.295256 4.847718 0.419 -0.088 0.030
C 2.286667 -5.190752 5.191459 0.006 0.617 0.193
C 4.549480 -5.033308 4.031796 -0.711 -0.638 0.449
C 2.832559 -2.709797 2.941826 0.081 -0.768 -0.030
O 3.056436 -3.702968 2.057226 -0.356 0.353 -0.454
C 3.110863 -3.284888 0.675011 0.621 0.081 0.244
B 4.528554 -2.591945 0.223583 0.039 -0.985 -1.051
P 4.412706 -0.657360 -0.213727 -0.129 -0.139 0.052
O 3.117345 -0.268865 -0.820719 -0.624 0.457 -0.109
O 5.565675 -0.251115 -1.335146 0.219 -0.003 0.669
O 4.770312 0.256806 1.084296 0.320 -0.002 -0.207
O 4.722324 -3.124953 -1.162088 0.335 1.200 -0.872
C 5.814912 -3.959634 -1.148852 0.104 -2.202 0.903
C 6.427687 -4.286335 -2.501624 -0.637 1.043 -0.442
C 6.555196 -3.051749 -3.430412 0.671 -0.812 -0.378
C 5.458020 -2.928711 -4.515220 0.152 0.642 0.671
C 4.230919 -2.204304 -3.920678 0.588 -0.386 0.237
S 3.351466 -1.184113 -5.138382 0.131 0.449 -0.125
C 2.236472 -0.335479 -4.064106 0.769 -1.320 -0.673
N 1.207014 -0.939361 -3.612493 -0.748 0.329 0.487
N 0.599809 -0.003332 -2.785233 -2.357 -1.934 0.457
C 1.267158 1.045507 -2.812242 1.418 0.790 -0.351
O 2.362734 0.919157 -3.620154 0.308 0.951 0.114
C 6.700616 -3.523216 0.085178 -1.691 0.668 -1.219
I 7.475815 -5.407524 0.912899 0.349 0.045 0.217
C 7.791893 -2.496269 -0.120404 1.241 -0.642 0.302
C 8.963537 -2.932966 -1.018697 -0.010 0.494 -0.490
C 10.210711 -2.168585 -0.681091 -0.819 -1.217 -0.017
C 11.172145 -2.683426 0.146775 -0.964 -1.369 0.261
C 12.302169 -1.989323 0.409586 1.293 -0.993 1.199
C 12.517775 -0.773661 -0.144604 1.043 0.887 0.174
C 11.554897 -0.237102 -0.948960 1.096 1.275 -0.157
C 10.427084 -0.939289 -1.204531 -1.201 1.356 -1.296
O 5.734316 -3.035416 0.927888 0.215 0.307 1.033
C 2.381958 -1.471480 2.597205 -0.220 -0.032 -2.047
H 0.545462 0.920697 3.017676 -0.033 0.142 0.290
H 2.136238 1.649144 3.476586 -0.310 0.056 -0.008
H 1.884999 0.849273 1.907156 0.022 0.355 -0.033
H 2.133177 0.033154 5.553674 -0.004 0.029 0.106
H 2.912544 -2.184682 6.227290 0.065 -0.082 0.096
H 3.940496 -4.067182 5.815133 0.036 0.172 0.010
H 2.565692 -5.955281 5.916658 0.102 -0.339 -0.283
H 1.557495 -4.568939 5.709169 -0.210 -0.046 -0.054
H 1.805607 -5.605711 4.306044 0.062 -0.171 -0.005
H 4.882889 -5.885441 4.632674 0.254 0.085 0.079
H 4.069467 -5.475828 3.164230 0.306 0.177 -0.330
H 5.401718 -4.418097 3.760570 -0.034 0.069 -0.181
H 2.236206 -2.710643 0.365647 -0.120 -0.005 0.148
H 3.071687 -4.201038 0.087596 0.070 -0.216 0.174
H 5.356769 0.648334 -1.620236 -0.016 -0.060 -0.242
H 4.770904 1.199032 0.875344 -0.124 0.036 0.106
H 5.428193 -4.938231 -0.810862 0.173 -0.038 0.113
H 7.363841 -4.827133 -2.379035 0.123 0.118 0.132
H 5.746480 -4.986372 -2.991996 -0.014 -0.077 0.016
H 6.640319 -2.148009 -2.828466 -0.210 0.150 -0.088
H 7.506109 -3.152965 -3.965632 0.016 0.063 -0.007
H 5.894954 -2.360778 -5.339547 -0.183 0.089 -0.088
H 5.217650 -3.924257 -4.888148 -0.140 0.012 -0.102
H 3.602290 -2.930748 -3.414363 -0.415 0.155 -0.181
H 4.601018 -1.546547 -3.146308 -0.100 0.237 0.076
H 1.047770 1.938958 -2.266108 0.345 0.372 -0.056
H 7.412310 -1.545726 -0.496444 -0.466 -0.156 0.014
H 8.211459 -2.288833 0.866861 -0.136 0.073 0.105
H 9.150809 -4.004523 -1.006514 -0.022 -0.057 0.320
H 8.754308 -2.679901 -2.058877 -0.255 -0.134 -0.044
H 10.990018 -3.661388 0.571441 0.137 -0.109 0.141
H 13.039381 -2.439405 1.061313 0.140 0.058 0.049
H 13.441841 -0.257143 0.064399 0.074 0.207 -0.036
H 11.739406 0.735868 -1.381033 -0.215 0.107 -0.143
H 9.702107 -0.465879 -1.855489 -0.260 -0.214 -0.078
H 2.199302 -1.226337 1.563993 0.066 -0.036 -0.185
Cl -4.833330 0.647459 -3.714638 -0.075 -0.008 -0.022
C -3.367223 -0.325916 -3.386852 0.149 -0.003 0.176
C -2.717419 -0.823868 -4.647945 0.234 -0.010 0.007
Cl -3.708667 -2.049738 -5.489180 -0.056 0.029 -0.015
H -3.649147 -1.145622 -2.731045 -0.096 -0.002 -0.052
H -2.673048 0.317864 -2.849730 0.046 -0.008 -0.056
H -1.767033 -1.296041 -4.401222 -0.018 0.002 0.060
H -2.526839 -0.012718 -5.346032 -0.081 -0.007 -0.023
Cl -0.650184 3.610692 2.501311 -0.088 -0.056 0.076
C 0.260148 5.114306 2.214256 0.049 0.064 0.062
C 1.695241 4.850525 1.822768 0.258 0.167 0.055
Cl 2.649333 4.168127 3.169530 0.011 0.215 -0.003
H 0.192508 5.725414 3.112136 0.044 -0.075 0.043
H -0.246550 5.633915 1.409341 -0.017 -0.020 -0.054
H 2.185120 5.788246 1.522736 -0.134 -0.750 0.448
H 1.754402 4.156443 0.986437 -0.013 -0.040 0.035
Cl -7.956035 1.315862 0.350899 -0.014 -0.022 0.035
C -6.908450 2.757894 0.198934 0.017 0.169 0.014
C -5.574116 2.431828 -0.417002 -0.046 0.000 -0.074
Cl -4.560421 1.430523 0.658175 0.012 -0.042 -0.001
H -6.798515 3.196384 1.188826 -0.010 -0.108 0.047
H -7.434425 3.466602 -0.441503 0.069 -0.449 0.192
H -5.021963 3.351228 -0.606946 -0.035 0.027 0.055
H -5.692968 1.901810 -1.357837 0.032 -0.088 0.016
Cl -0.269135 -6.952008 6.618733 -0.050 0.010 0.045
C -1.868832 -6.228182 6.922886 -0.098 -0.125 0.066
C -2.201551 -5.134754 5.941429 -0.095 0.049 -0.067
Cl -1.179305 -3.694193 6.161899 -0.002 0.011 -0.003
H -1.882585 -5.860133 7.945958 0.079 0.046 -0.019
H -2.598963 -7.032031 6.836897 -0.012 0.022 -0.058
H -3.232856 -4.815955 6.087170 -0.004 -0.021 0.036
H -2.087563 -5.474542 4.914598 0.086 0.014 0.013
Cl -7.881803 3.660590 -4.414103 0.007 -0.023 0.046
C -8.979883 4.931248 -3.822684 -0.076 -0.014 -0.073
C -8.241515 6.018215 -3.084390 -0.078 0.148 -0.092
Cl -7.571676 5.432094 -1.539052 -0.004 0.421 -0.212
H -9.730868 4.461210 -3.192229 0.060 -0.030 0.038
H -9.477547 5.354557 -4.693893 0.046 0.039 -0.002
H -8.923148 6.833732 -2.847543 -0.038 -0.051 0.040
H -7.421747 6.416994 -3.676540 0.056 -0.090 0.026
Cl -8.321115 -3.543693 2.614578 -0.019 -0.024 0.031
C -7.209964 -2.162689 2.376979 0.032 0.180 -0.074
C -5.909849 -2.576879 1.740101 0.072 -0.024 -0.042
Cl -4.918187 -3.579048 2.831546 0.012 -0.051 0.069
H -7.049417 -1.693324 3.344051 -0.010 -0.086 0.036
H -7.722399 -1.450623 1.731410 0.030 -0.013 -0.026
H -5.324456 -1.689507 1.501936 -0.039 0.028 0.016
H -6.068832 -3.136860 0.820586 0.046 0.004 0.266
Cl -9.341692 -1.696288 -3.433541 -0.003 0.000 -0.027
C -9.321373 -2.935748 -2.150666 -0.117 -0.086 0.030
C -8.406479 -2.556862 -1.016859 -0.025 -0.020 0.150
Cl -6.693923 -2.582296 -1.508100 -0.036 0.101 -0.290
H -9.028865 -3.881775 -2.599413 0.080 0.050 -0.040
H -10.342411 -3.030643 -1.784264 0.013 0.063 0.036
H -8.515859 -3.270168 -0.200362 -0.020 -0.047 -0.041
H -8.633423 -1.562456 -0.636892 0.043 0.041 -0.108
Cl 1.469357 5.229347 -2.442286 -0.009 -0.032 0.047
C 0.244664 6.488486 -2.129258 -0.075 -0.007 -0.021
C 0.828866 7.696757 -1.445127 -0.082 0.261 -0.203
Cl 1.324323 7.343414 0.227028 -0.032 0.672 -0.561
H -0.551468 6.041636 -1.537571 0.050 -0.020 0.036
H -0.166796 6.778475 -3.095014 0.045 0.031 -0.006
H 0.072042 8.482045 -1.375682 0.552 -0.475 -0.039
H 1.692378 8.079720 -1.984575 0.057 -0.084 0.061
Cl -11.751489 -1.261173 -7.332016 -0.035 -0.016 -0.002
C -10.318818 -2.263496 -6.977601 0.099 0.019 0.075
C -9.669875 -2.792263 -8.229974 0.121 0.016 0.015
Cl -10.688234 -3.998991 -9.060584 -0.016 0.009 -0.028
H -10.627680 -3.069021 -6.316864 -0.060 0.000 -0.037
H -9.615508 -1.631285 -6.439495 0.020 0.006 -0.043
H -8.734835 -3.288024 -7.974746 -0.028 -0.020 0.049
H -9.454531 -1.992857 -8.934299 -0.084 -0.004 -0.022
Cl -1.345169 9.541145 2.115665 -0.052 0.021 -0.155
C -1.998866 10.873100 1.124190 0.059 0.082 0.129
C -2.770284 10.395236 -0.079505 -0.159 0.067 0.065
Cl -1.713175 9.627753 -1.298795 -0.614 0.359 0.081
H -1.166840 11.508984 0.831282 0.032 -0.058 -0.019
H -2.658922 11.447047 1.772672 -0.057 -0.022 -0.042
H -3.248394 11.242842 -0.567873 0.061 0.027 0.002
H -3.539746 9.678841 0.196637 0.086 -0.088 -0.006
Cl -6.237005 4.986715 4.514462 -0.023 0.025 -0.039
C -4.621258 4.226845 4.509654 0.094 -0.133 -0.047
C -3.711085 4.811804 5.558177 0.090 -0.116 0.060
Cl -3.254006 6.496226 5.191959 -0.012 0.042 -0.005
H -4.200501 4.336934 3.513286 -0.009 0.062 0.007
H -4.769750 3.166156 4.704858 -0.003 0.015 0.042
H -2.787999 4.235703 5.600661 0.000 -0.001 -0.091
H -4.171528 4.796218 6.542887 -0.059 0.072 -0.033
```
Positions in Å, forces in eV/Å.

Results
net charge = -1
largest force on an atom = 0.060 Eh/bohr
energy above the lowest of the compared OMol25 structures with the same formula, charge and spin = 0.00 kcal per mole


The following is a quantum chemistry calculation of the ion C19H37ClFIN2O6P with charge +1, from OMol25.

```
68
Properties=species:S:1:pos:R:3:forces:R:3
C 3.766418 0.892127 1.598351 -0.599 0.050 -0.428
C 2.744480 0.983036 0.445437 0.848 0.134 0.066
C 1.335059 0.542404 0.860886 0.765 0.236 0.513
C 0.326812 1.682003 0.999253 0.727 -0.503 0.248
O 1.051287 2.622457 1.738821 -0.351 0.466 -0.195
P -0.330851 2.757886 -0.417429 -0.705 0.939 -0.074
O -0.971301 1.754065 -1.547452 -0.224 -0.154 0.291
Cl 1.335482 3.424162 -1.442009 -0.271 -0.336 0.279
O -0.694086 1.260001 1.910817 0.267 -0.442 -1.166
C -1.270212 -0.010393 1.702898 -1.513 0.679 -0.141
F -1.576167 -0.455084 2.958197 0.401 -0.116 0.494
C -2.635465 0.187268 1.024714 -0.096 0.256 0.223
C -3.590962 1.097523 1.842665 -0.006 0.325 -0.417
C -4.165513 2.341684 1.143595 -0.024 0.076 0.007
C -3.321658 3.610886 1.360827 -0.410 -0.139 0.142
C -4.570319 2.128956 -0.327930 0.147 0.433 0.475
C -0.364496 -1.143269 1.135614 0.270 -0.501 0.514
C -1.233703 -2.218684 0.516445 -0.911 -0.675 -0.841
O -2.077799 -2.739874 1.534309 0.852 0.423 0.882
N -2.682297 -3.964888 1.064236 -0.246 -0.819 -0.590
O -2.257117 -4.883487 1.620395 -0.183 0.375 0.133
N 0.840934 -0.771400 0.296385 -0.466 0.556 -0.134
C 1.984124 -1.730152 0.557595 0.203 -1.214 0.165
C 1.716623 -3.233641 0.673348 0.557 -0.127 -0.314
C 1.835182 -4.089323 -0.584144 -0.344 -0.186 0.409
I 3.827880 -4.105618 -1.372600 -0.310 0.087 -0.058
C 0.460935 -0.778159 -1.154481 0.456 -0.169 -1.217
C 1.319628 -0.019797 -2.160171 0.291 -0.581 -0.348
C 2.485616 -0.807491 -2.787526 -0.231 1.327 0.304
C 2.796564 -0.172484 -4.127532 -0.032 0.356 -0.127
O 3.025657 1.225813 -3.940082 -0.154 0.116 -0.064
H 4.237162 -0.081169 1.627882 0.153 -0.221 0.304
H 3.269190 1.137726 2.530429 0.083 -0.127 0.291
H 4.524586 1.644936 1.446416 0.366 0.078 -0.048
H 2.764523 2.021530 0.168476 -0.495 0.251 -0.255
H 3.147336 0.459803 -0.411982 -0.158 -0.168 -0.145
H 1.467296 0.300071 1.910259 -0.189 -0.261 0.318
H 0.422002 3.329747 1.970726 0.330 -0.075 0.131
H -1.935159 1.886647 -1.548297 0.212 0.098 -0.214
H -3.182678 -0.742878 0.951896 0.366 -0.369 -0.177
H -2.464996 0.546335 0.013411 -0.031 0.130 -0.116
H -3.146463 1.423263 2.775001 0.231 -0.059 0.171
H -4.442709 0.490849 2.117709 -0.136 -0.293 0.142
H -5.084439 2.562632 1.671110 -0.316 -0.248 0.170
H -3.836807 4.262482 2.056367 -0.072 0.214 0.157
H -2.374673 3.380653 1.825994 0.448 -0.014 -0.126
H -3.193956 4.178809 0.448955 0.289 0.115 -0.202
H -5.538864 2.581961 -0.489512 -0.291 0.031 -0.177
H -4.638703 1.088943 -0.625680 0.053 -0.182 -0.099
H -3.899870 2.696133 -0.970544 0.248 -0.218 -0.363
H 0.087177 -1.610885 2.003486 -0.045 0.142 0.419
H -1.857731 -1.863201 -0.298628 -0.037 0.368 -0.154
H -0.682691 -3.054007 0.094856 0.474 0.140 -0.005
H 2.747704 -1.611493 -0.196921 -0.061 0.338 -0.454
H 2.471028 -1.459863 1.480106 -0.273 0.511 0.387
H 2.519545 -3.618593 1.292298 0.287 0.227 0.326
H 0.841018 -3.504854 1.246397 -0.371 0.078 0.029
H 1.080157 -3.903979 -1.339405 0.208 0.240 -0.392
H 1.678937 -5.106794 -0.260457 0.019 -0.362 -0.060
H 0.478124 -1.812428 -1.473252 0.070 -0.398 0.218
H -0.559571 -0.479582 -1.318897 -0.289 0.486 0.701
H 0.661399 0.189920 -2.996362 -0.473 0.128 -0.009
H 1.670655 0.950269 -1.842585 -0.105 0.078 0.193
H 3.371525 -0.638924 -2.178089 0.236 -0.639 0.144
H 2.221502 -1.850740 -2.905073 0.266 -0.319 0.042
H 3.687080 -0.605930 -4.572637 0.044 -0.200 -0.145
H 1.947600 -0.284499 -4.797936 -0.060 -0.334 -0.217
H 2.433027 1.710580 -4.528949 0.313 -0.042 0.182
```
Positions in Å, forces in eV/Å.

Results
net charge = +1
largest force on an atom = 0.032 Eh/bohr
SMILES = CC[C@H]1[C@@](O)(P(O)Cl)O[C@@](F)(CCC(C)C)[C@@H](CON=O)[N@@+]1(CCCI)CCCCO


Number 1: electronic energy -13737.8552 Eh, gap between HOMO and LUMO 6.04 eV. Number 2: electronic energy -2505.8457 Eh, gap between HOMO and LUMO 8.98 eV.